Entry 1:
The following is a quantum chemistry calculation of a molecular structure, C18H33Cl11CrO15 at a distorted geometry, from the OMol25 dataset.

total charge: 0
energy relative to the best compared isomer or geometry (same formula, charge and spin): 136.6 kJ/mol
total energy: -7940.87391 a.u.
largest force on an atom: 4.85 eV Å⁻¹
multiplicity: 5

Cartesian coordinates (Å):
Cr: -1.237618 1.579443 0.321366
Cl: -3.045768 2.968493 0.966626
Cl: 0.745542 0.191173 0.001656
C: -0.743908 -2.472177 2.351006
O: -1.348688 -1.692427 3.451366
C: -1.705708 -0.404117 3.198906
O: -1.904348 0.104163 2.049056
O: -1.937068 0.194013 4.407166
C: -2.538258 1.518253 4.499346
H: -1.535448 -2.917117 1.748026
H: -0.322398 -3.328017 2.878226
H: -0.009858 -1.979817 1.713156
H: -1.894418 2.103983 5.155466
H: -3.502098 1.480803 5.006996
H: -2.693898 1.960663 3.515396
C: -0.540098 0.856203 -3.728664
O: -1.931488 1.029633 -3.853934
C: -2.686848 1.251403 -2.796304
O: -2.400818 1.310903 -1.597534
O: -3.966228 1.363863 -3.130564
C: -4.921908 1.724973 -2.195964
H: -0.192978 0.505823 -4.700694
H: -0.279388 0.028293 -3.069354
H: 0.027382 1.757383 -3.496424
H: -4.819758 1.828103 -1.115674
H: -5.793638 1.099543 -2.388384
H: -5.205018 2.690983 -2.614024
C: 4.052632 -7.465117 0.719646
O: 3.726252 -6.059657 1.007626
C: 4.458402 -5.040727 0.597916
O: 5.382772 -5.188867 -0.269834
O: 4.054682 -3.951367 1.293966
C: 4.872822 -2.854637 1.228446
H: 5.056402 -7.664407 1.094916
H: 4.189562 -7.696697 -0.336634
H: 3.236152 -8.134907 0.989546
H: 5.612232 -2.713117 2.016706
H: 4.224222 -1.978727 1.214016
H: 5.288392 -2.789457 0.222886
C: 1.925592 1.134883 3.390746
O: 1.502332 2.532763 3.515476
C: 0.566542 3.050433 2.806116
O: -0.175418 2.434153 2.069506
O: 0.389262 4.412623 3.107936
C: -0.782938 5.099493 2.661716
H: 2.761472 1.075253 2.693716
H: 1.174412 0.403983 3.091386
H: 2.357902 0.740173 4.310216
H: -1.581918 4.607113 3.216046
H: -1.025608 5.030913 1.601286
H: -0.752438 6.170003 2.864666
C: -1.559528 5.651483 -1.054274
O: -0.232518 5.404483 -1.412194
C: 0.253932 4.191793 -1.342554
O: -0.395928 3.172263 -0.965374
O: 1.544442 4.273423 -1.428404
C: 2.350872 3.146843 -1.785744
H: -1.634478 6.101653 -0.064404
H: -2.205688 4.774893 -1.100904
H: -2.000658 6.403553 -1.708404
H: 2.019512 2.578383 -2.654734
H: 2.329272 2.467133 -0.933904
H: 3.386092 3.390273 -2.024854
C: 3.693822 -0.916427 -1.964544
Cl: 3.813902 -0.057607 -3.465634
Cl: 4.596972 -0.138357 -0.597914
Cl: 4.127752 -2.583807 -2.198104
H: 2.655362 -0.967697 -1.637324
C: -3.780348 -3.441177 -0.193534
Cl: -3.562948 -1.920107 -1.009334
Cl: -2.273708 -4.273547 -0.431084
Cl: -5.301898 -4.316737 -0.366584
H: -3.802608 -3.262467 0.881486
C: -1.539398 -3.933007 -4.916494
Cl: -1.163278 -2.820977 -3.474404
Cl: -2.485548 -3.194257 -6.244104
Cl: -2.355838 -5.303787 -4.278954
H: -0.606518 -4.334777 -5.311984

Atoms 1-2, force components in eV/Å:
Cr -0.071 -0.130 0.255
Cl -0.136 -0.047 -0.079


Entry 2:
The following is a quantum chemistry calculation of 3 unconnected molecules or ions with the total composition C4H16N2O at a distorted geometry, from the OMol25 dataset.

total charge: +1
energy relative to the best compared isomer or geometry (same formula, charge and spin): 183.0 kJ/mol
total energy: -346.34277 a.u.
largest force on an atom: 5.24 eV Å⁻¹
multiplicity: 2

Cartesian coordinates (Å):
C: -0.263192 1.822138 -1.360652
C: 0.384624 0.420320 -0.959611
C: -0.250509 -0.859023 -1.210046
C: -1.216407 -0.556965 -0.007679
N: -0.994067 -1.546435 1.183856
N: 2.143943 0.356489 -2.092616
H: -0.686249 1.731898 -2.341440
H: 0.688361 2.476836 -1.360268
H: -1.045828 2.195430 -0.729677
H: 0.945516 0.741223 -0.049670
H: -0.868882 -0.906962 -2.124871
H: 0.461639 -1.699938 -1.252543
H: -2.201599 -0.833135 -0.371136
H: -1.185386 0.388594 0.604459
H: -1.776389 -2.143182 1.391573
H: -0.725335 -1.100544 2.074695
H: -0.144441 -2.116412 1.019051
H: 1.771914 0.098528 -2.992171
H: 2.606171 1.256538 -2.217638
H: 2.979402 -0.159800 -1.818374
H: -0.127513 1.202827 4.103144
H: 0.375246 -0.239909 4.318740
O: -0.130357 0.309852 3.666922

Atoms 1-2, force components in eV/Å:
C 3.042 -1.853 -0.334
C -0.114 5.243 -0.079


Entry 3:
The following is a quantum chemistry calculation of 2 unconnected molecules or ions with the total composition C3H5N2OS2 at a distorted geometry, from the OMol25 dataset.

total charge: +1
energy relative to the best compared isomer or geometry (same formula, charge and spin): 267.7 kJ/mol
total energy: -1098.08233 a.u.
largest force on an atom: 4.37 eV Å⁻¹
multiplicity: 1

Cartesian coordinates (Å):
C: 0.789861 -1.036905 -0.578038
C: -0.176765 0.993561 -0.465984
C: 0.740490 0.777425 0.658820
N: 0.008272 -0.190042 -1.253151
N: 1.233124 -0.483398 0.572743
O: -0.797431 1.939246 -0.826457
S: -2.031052 -0.538314 0.963988
S: 1.094314 1.975388 1.801257
H: 1.074098 -2.113788 -0.864688
H: -0.361450 -0.575217 -2.096382
H: 1.616586 -0.911834 1.400517
H: -2.672108 0.655056 1.054073
H: 0.646518 3.081424 1.073481

Atoms 1-2, force components in eV/Å:
C 0.504 -1.261 -0.658
C -0.976 0.288 -0.907


Entry 4:
The following is a quantum chemistry calculation of a molecular structure, C42H57Br2InN4O5Si, from the OMol25 dataset.

total charge: +2
energy relative to the best compared isomer or geometry (same formula, charge and spin): 56.6 kJ/mol
total energy: -7857.22151 a.u.
largest force on an atom: 0.74 eV Å⁻¹
multiplicity: 1

Cartesian coordinates (Å):
In: 1.452696 -0.338908 -0.574134
O: 2.504240 -3.571328 -2.814003
C: 1.969210 -2.602442 -2.339817
O: 1.998895 -2.265921 -1.077703
C: 1.186500 -1.658591 -3.246136
C: 1.032941 -1.943322 -4.591875
C: 0.289400 -1.071993 -5.370683
C: -0.275301 0.052375 -4.781877
C: -0.067162 0.270660 -3.434210
N: 0.652370 -0.568007 -2.686147
H: 1.489865 -2.838885 -4.986944
H: 0.148395 -1.266051 -6.425314
H: -0.872351 0.746505 -5.355052
H: -0.494173 1.131032 -2.932473
C: 4.963353 -1.493719 -1.182159
O: 4.070825 -0.378335 -0.991304
C: 4.494500 0.849195 -1.419056
C: 5.797832 1.154297 -1.728996
C: 6.125427 2.447077 -2.146888
Br: 7.914711 2.855147 -2.549395
C: 5.153269 3.406524 -2.250850
C: 3.815845 3.094563 -1.946346
C: 3.458455 1.807832 -1.515922
O: 2.208598 1.478394 -1.224198
C: 2.803635 4.117384 -2.116565
N: 1.530234 4.039058 -1.719522
C: 0.850760 5.200849 -2.082198
C: -0.473364 5.597560 -1.933197
C: -0.802473 6.844976 -2.426685
C: 0.147432 7.668107 -3.047614
C: 1.460781 7.272703 -3.204143
C: 1.786752 6.017663 -2.708301
N: 2.982204 5.305426 -2.709440
H: 5.310592 -1.514394 -2.214916
H: 4.377066 -2.383219 -0.975049
H: 5.810079 -1.419639 -0.499692
H: 6.575506 0.408818 -1.652149
H: 5.435432 4.403123 -2.558728
H: 1.209738 3.198572 -1.246599
H: -1.210976 4.964374 -1.463675
H: -1.820331 7.197140 -2.335683
H: -0.159691 8.635559 -3.419184
H: 2.189494 7.905215 -3.690184
H: 3.847592 5.612256 -3.121921
C: -0.906687 3.045413 2.831897
C: 0.469215 3.199028 3.514665
C: 1.453519 3.130483 2.349636
O: 0.790129 2.346514 1.344123
C: -0.553966 2.848417 1.357256
H: -1.541788 3.917166 2.975714
H: -1.439872 2.178571 3.219598
H: 0.644404 2.383530 4.215482
H: 0.566465 4.130824 4.067105
H: 2.403926 2.651629 2.590353
H: 1.669174 4.124833 1.942808
H: -1.188067 2.131989 0.840967
H: -0.571115 3.804223 0.824403
C: -0.798141 -4.202556 0.255882
C: -2.248169 -3.818254 -0.063416
C: -3.170008 -4.964861 0.417537
C: -2.370273 -3.715656 -1.589838
Si: -2.866391 -2.235086 0.799885
Br: -1.032675 -0.572729 0.296209
C: -2.878367 -2.241088 2.705979
C: -4.231258 -2.847233 3.145899
C: -1.756012 -3.125076 3.255281
C: -2.732126 -0.862538 3.366080
C: -4.309227 -1.304986 -0.038653
C: -4.791824 -0.123828 0.814104
C: -4.024532 -0.765528 -1.447343
C: -5.460551 -2.332389 -0.155494
H: -0.561712 -5.106207 -0.312383
H: -0.629191 -4.427655 1.304702
H: -0.085179 -3.439031 -0.047128
H: -2.870505 -5.884890 -0.091185
H: -4.219240 -4.797552 0.177946
H: -3.090304 -5.152514 1.487139
H: -1.999844 -4.646574 -2.026194
H: -1.769769 -2.897743 -1.997306
H: -3.397771 -3.592647 -1.926027
H: -4.385003 -3.858847 2.769677
H: -5.085109 -2.239364 2.854578
H: -4.239342 -2.908595 4.237356
H: -1.828247 -4.161671 2.933948
H: -1.819047 -3.123061 4.346738
H: -0.771995 -2.743766 2.981463
H: -3.552660 -0.185971 3.142707
H: -1.793156 -0.373542 3.101333
H: -2.725272 -1.014218 4.448627
H: -4.003311 0.611260 0.989049
H: -5.192432 -0.429824 1.777881
H: -5.599140 0.381345 0.278530
H: -3.234726 -0.013326 -1.451740
H: -4.937029 -0.284416 -1.807738
H: -3.763396 -1.538618 -2.164604
H: -5.753810 -2.768849 0.798330
H: -5.220427 -3.141847 -0.842501
H: -6.340124 -1.822609 -0.557263
N: 2.308767 -0.238520 1.456341
C: 2.083672 -1.255865 2.479184
C: 2.336929 -2.585448 2.182243
C: 2.215394 -3.529279 3.193183
C: 1.835577 -3.146652 4.471941
C: 1.559311 -1.814964 4.745000
C: 1.682861 -0.860673 3.745299
H: 1.985692 0.668408 1.796242
H: 3.307194 -0.159734 1.270941
H: 2.626293 -2.881949 1.181563
H: 2.424940 -4.568278 2.977241
H: 1.752721 -3.887116 5.255544
H: 1.260315 -1.512642 5.739357
H: 1.493501 0.185025 3.960742

Atoms 1-2, force components in eV/Å:
In 0.309 -0.500 -0.451
O 0.002 -0.029 -0.010


Entry 5:
The following is a quantum chemistry calculation of 2 unconnected molecules or ions with the total composition C6H5NO at a distorted geometry, from the OMol25 dataset.

total charge: 0
energy relative to the best compared isomer or geometry (same formula, charge and spin): 479.5 kJ/mol
total energy: -361.40159 a.u.
largest force on an atom: 6.78 eV Å⁻¹
multiplicity: 1

Cartesian coordinates (Å):
C: -1.610386 1.471206 -0.052591
C: 2.362131 0.259557 0.501062
C: -0.660921 -0.876002 0.981330
C: -0.280650 -0.519954 -1.306657
C: -0.980120 0.280614 -0.031937
C: 0.389009 -0.495935 -0.015593
N: -2.268676 2.398653 -0.280169
O: 2.742218 1.112384 -0.210739
H: 2.913908 -0.365775 1.252890
H: -0.528549 -0.481138 1.983863
H: -1.513599 -1.619621 0.974888
H: -0.775399 -1.429874 -1.770177
H: 0.211029 0.265891 -2.026171

Atoms 1-2, force components in eV/Å:
C -1.368 2.733 -0.639
C -2.390 -1.052 -2.127


Entry 6:
The following is a quantum chemistry calculation of 2 unconnected molecules or ions with the total composition C4H6N2O, from the OMol25 dataset.

total charge: 0
energy relative to the best compared isomer or geometry (same formula, charge and spin): 521.8 kJ/mol
total energy: -340.59616 a.u.
largest force on an atom: 0.61 eV Å⁻¹
multiplicity: 1

Cartesian coordinates (Å):
C: -1.504550 -0.632362 -1.353657
O: -1.108911 -0.752940 -0.084507
C: 0.145673 -0.221109 0.047934
C: 0.574189 0.972595 -0.437804
N: 1.928144 1.072776 -0.263837
C: 2.287929 -0.038359 0.323765
N: 1.228291 -0.872382 0.562601
H: -2.567796 0.849837 0.570072
H: -2.809494 0.638029 1.239165
H: -2.613929 -0.596352 -1.253300
H: -0.026528 1.716073 -0.945817
H: 3.303284 -0.315118 0.565029
H: 1.237421 -1.776726 1.007105

Atoms 1-2, force components in eV/Å:
C -0.331 0.151 0.253
O 0.026 0.147 -0.554


Q: Which value of total energy does entry 2 give?
A: -346.34277 a.u.


Q: Look up the total energy of the first one.
A: -7940.87391 a.u.